--- P ---
2 unconnected molecules or ions with the total composition C2H8N2O2, computed with wB97M-V/def2-TZVPD.

Results
Molecular weight ... 92.098 g/mol
LUMO level ... 0.0303 Ha
Net charge ... 0
E_HOMO ... -9.9869 eV
Orbital gap ... 10.811 eV
SMILES ... CC(=O)NN.O

Last column: natural (NBO) charge in e.
Positions of all 14 atoms, in Å:
C: 1.20437 -0.73304 0.73537  -0.72
C: 0.39097 -0.03318 -0.38465  0.67
O: -0.47254 -0.54695 -1.05523  -0.63
N: 0.90129 1.17817 -0.59213  -0.46
N: 0.15534 2.07234 -1.32389  -0.66
H: 2.36142 -0.52276 0.48903  0.22
H: 0.90688 -0.28286 1.75573  0.24
H: 1.16400 -1.80842 0.67723  0.24
H: 1.27487 1.62593 0.29366  0.38
H: -0.84875 1.83605 -1.34288  0.36
H: 0.59301 1.96431 -2.21576  0.36
O: -2.24648 -1.49946 1.20287  -0.94
H: -2.27177 -1.34476 0.30991  0.48
H: -3.11260 -1.90536 1.45073  0.47

=====

--- Q ---
2 unconnected molecules or ions with the total composition C2H8N2O2, computed with wB97M-V/def2-TZVPD.

Results
Molecular weight ... 92.098 g/mol
LUMO level ... 0.0302 Ha
Net charge ... 0
E_HOMO ... -8.9423 eV
Orbital gap ... 9.764 eV
SMILES ... NCC(N)=O.O

Last column: natural (NBO) charge in e.
Positions of all 14 atoms, in Å:
N: -2.20623 -1.40240 -0.12624  -0.85
C: -1.88549 -0.29106 -1.02293  -0.32
C: -0.47318 0.27658 -0.78628  0.66
N: -0.26525 0.74224 0.48340  -0.84
O: 0.39082 0.29143 -1.63295  -0.61
H: -1.84279 -2.21399 -0.58016  0.38
H: -2.11950 -1.17317 0.84329  0.37
H: -1.83736 -0.69000 -2.02269  0.22
H: -2.59340 0.53685 -1.04888  0.20
H: 0.64015 1.12177 0.73356  0.42
H: -0.97944 0.54144 1.15618  0.38
O: 4.07881 0.74432 1.56976  -0.94
H: 4.68210 0.02286 1.37007  0.47
H: 4.41076 1.49313 1.06387  0.47

=====

--- R ---
A molecular structure, C2H8N2O2, computed with wB97M-V/def2-TZVPD.

Results
Molecular weight ... 92.098 g/mol
LUMO level ... 0.0247 Ha
Net charge ... 0
E_HOMO ... -9.3951 eV
Orbital gap ... 10.068 eV

Last column: natural (NBO) charge in e.
Positions of all 14 atoms, in Å:
N: -1.46598 0.64371 1.98483  -0.85
C: -0.72640 0.15566 0.92119  0.88
O: -0.36455 -1.01088 0.88886  -0.72
O: -0.44867 1.06849 0.02229  -0.76
H: -1.34565 0.10627 2.82978  0.38
H: -1.32391 1.62075 2.16600  0.38
C: 1.70215 -0.98916 -1.40053  -0.41
N: 0.83866 0.10679 -1.88129  -0.78
H: 2.47362 -1.26129 -2.12559  0.18
H: 2.17727 -0.69677 -0.47017  0.21
H: 1.08303 -1.85569 -1.20553  0.23
H: 0.13287 -0.21426 -2.52667  0.39
H: 1.35476 0.88253 -2.26959  0.39
H: 0.17815 0.54035 -0.82823  0.47

=====

--- S ---
2 unconnected molecules or ions with the total composition C2H8N2O2, computed with wB97M-V/def2-TZVPD.

Results
Molecular weight ... 92.098 g/mol
LUMO level ... 0.0279 Ha
Net charge ... 0
E_HOMO ... -9.7569 eV
Orbital gap ... 10.516 eV
SMILES ... CNC(N)=O.O

Last column: natural (NBO) charge in e.
Positions of all 14 atoms, in Å:
C: -1.76861 -0.24551 1.13724  -0.41
N: -0.65417 0.14098 0.25911  -0.62
C: -0.67237 -0.05179 -1.06843  0.78
N: 0.70154 -0.01220 -1.59908  -0.92
O: -1.62288 -0.15078 -1.81028  -0.62
H: -2.58600 -0.49899 0.46973  0.23
H: -1.96803 0.57259 1.81991  0.20
H: -1.45543 -1.14130 1.66726  0.20
H: 0.15388 0.58223 0.65566  0.40
H: 0.69075 -0.55502 -2.45844  0.38
H: 0.81965 0.93715 -1.93242  0.37
O: 2.64996 0.18213 1.31171  -0.95
H: 2.16929 0.28446 0.48287  0.48
H: 3.54241 -0.04395 1.06515  0.47

=====

Which structure is the least stable? The one labeled P.

=====

--- P ---
A molecular structure, C3H10N2O2, computed with wB97M-V/def2-TZVPD.

Results
Molecular weight ... 106.125 g/mol
LUMO level ... 0.0347 Ha
Net charge ... 0
E_HOMO ... -8.0047 eV
Orbital gap ... 8.950 eV

Last column: natural (NBO) charge in e.
Positions of all 17 atoms, in Å:
C: -0.26059 0.61388 -0.50012  0.28
C: -0.00841 -0.78300 -0.24412  -0.44
C: 1.36670 -0.57513 0.88061  -0.22
N: 0.57692 1.35606 -1.32373  -0.80
N: 1.06281 -0.02234 2.16121  -0.83
O: -1.69530 -0.03161 -1.51266  -0.45
O: -2.79618 -0.18206 -0.55266  -0.51
H: -3.18909 -0.99435 -0.90645  0.46
H: -0.70136 1.18544 0.31443  0.20
H: 0.24186 2.29642 -1.49000  0.39
H: 0.78023 0.89117 -2.20048  0.39
H: 0.90729 0.98102 2.10134  0.35
H: 0.24466 -0.44565 2.58462  0.36
H: -0.75632 -1.26458 0.38003  0.23
H: 0.35099 -1.37307 -1.08458  0.22
H: 2.19295 -0.03746 0.41481  0.19
H: 1.68284 -1.61472 0.97777  0.18

=====

--- Q ---
2 unconnected molecules or ions with the total composition C3H10N2O2, computed with wB97M-V/def2-TZVPD.

Results
Molecular weight ... 106.125 g/mol
LUMO level ... 0.0227 Ha
Net charge ... 0
E_HOMO ... -9.4223 eV
Orbital gap ... 10.041 eV
SMILES ... CN(C)C(N)=O.O

Last column: natural (NBO) charge in e.
Positions of all 17 atoms, in Å:
C: -1.34978 -0.49209 -1.36341  -0.41
N: -0.43159 0.06217 -0.43880  -0.45
C: -0.18715 1.48597 -0.64550  -0.41
C: 0.61934 -0.65624 0.03342  0.78
N: 0.75684 -1.93595 -0.35430  -0.83
O: 1.31931 -0.16925 0.94358  -0.71
H: -2.12164 0.22411 -1.68053  0.22
H: -1.85125 -1.44149 -0.90955  0.20
H: -0.81676 -0.82698 -2.26890  0.17
H: -0.63079 2.01932 0.18990  0.21
H: 0.83897 1.78002 -0.74729  0.22
H: -0.70498 1.85411 -1.52630  0.19
H: 1.62555 -2.30132 0.04038  0.42
H: 0.29210 -2.36212 -1.10785  0.40
O: 0.80369 1.23661 3.52233  -0.96
H: 0.76741 0.28472 3.72759  0.47
H: 1.07072 1.23837 2.58522  0.49

=====

--- R ---
2 unconnected molecules or ions with the total composition C3H10N2O2, computed with wB97M-V/def2-TZVPD.

Results
Molecular weight ... 106.125 g/mol
LUMO level ... 0.0346 Ha
Net charge ... 0
E_HOMO ... -9.0308 eV
Orbital gap ... 9.972 eV
SMILES ... [H]/N=C/O.CCNO

Last column: natural (NBO) charge in e.
Positions of all 17 atoms, in Å:
H: -2.90619 -0.10117 -1.23419  0.36
N: -2.24755 0.04480 -0.47452  -0.77
C: -1.98954 -1.00822 0.20995  0.43
O: -1.34025 -0.93156 1.36246  -0.68
H: -2.52513 -1.95590 0.11966  0.16
H: -0.89264 -0.05204 1.41870  0.52
C: 2.13597 -0.25951 0.04913  -0.62
C: 0.88104 0.02133 -0.76603  -0.25
N: 0.24509 1.28183 -0.46679  -0.37
O: 0.13245 1.43960 0.97324  -0.66
H: 2.83212 0.57410 -0.03310  0.20
H: 2.62085 -1.16029 -0.32078  0.21
H: 1.88873 -0.41131 1.09748  0.21
H: 0.14560 -0.82135 -0.58102  0.15
H: 1.10368 0.05942 -1.83546  0.20
H: -0.83032 1.12825 -0.70964  0.40
H: 0.74609 2.15203 1.19091  0.49

=====

--- S ---
2 unconnected molecules or ions with the total composition C3H10N2O2, computed with wB97M-V/def2-TZVPD.

Results
Molecular weight ... 106.125 g/mol
LUMO level ... 0.0199 Ha
Net charge ... 0
E_HOMO ... -9.5000 eV
Orbital gap ... 10.041 eV
SMILES ... CCNC(N)=O.O

Last column: natural (NBO) charge in e.
Positions of all 17 atoms, in Å:
C: -1.65965 1.23397 -1.51286  -0.64
C: -0.16128 1.38927 -1.41790  -0.24
N: 0.42646 0.84405 -0.18161  -0.65
C: 0.89883 -0.51773 0.01107  0.80
N: 0.90143 -1.26258 -1.17701  -0.86
O: 1.04415 -0.81537 1.21062  -0.67
H: -1.98491 0.25110 -1.94184  0.20
H: -2.14243 2.07287 -2.15124  0.22
H: -2.07641 1.43459 -0.45819  0.22
H: 0.31964 0.95521 -2.27306  0.21
H: 0.13623 2.51564 -1.39902  0.20
H: 0.28105 1.29447 0.67285  0.40
H: 1.19669 -2.18122 -1.02952  0.39
H: -0.00769 -1.27722 -1.77386  0.40
O: -0.85925 -0.75117 2.84060  -0.94
H: -1.03880 -1.40037 2.15638  0.46
H: 0.07487 -0.83612 2.81630  0.48

=====

Which structure is the least stable? The one labeled P.

=====

--- P ---
2 unconnected molecules or ions with the total composition C3H10N2O2, computed with wB97M-V/def2-TZVPD.

Results
Molecular weight ... 106.125 g/mol
LUMO level ... 0.0268 Ha
Net charge ... 0
E_HOMO ... -9.1346 eV
Orbital gap ... 9.863 eV
SMILES ... CC(=O)NCN.O

Last column: natural (NBO) charge in e.
Positions of all 17 atoms, in Å:
C: 1.87988 2.12839 0.66099  -0.70
C: 0.75806 1.10695 0.91082  0.68
O: 0.10296 1.19946 1.94751  -0.61
N: 0.18190 0.54206 -0.19869  -0.65
C: -0.89078 -0.44896 -0.19037  -0.06
N: -2.03876 0.04901 -0.89328  -0.85
H: 2.76908 1.62802 1.05563  0.23
H: 1.67489 3.05217 1.17769  0.24
H: 2.05909 2.35766 -0.38483  0.21
H: 0.15161 1.07856 -1.05903  0.39
H: -1.19436 -0.71402 0.82563  0.18
H: -0.45214 -1.38919 -0.55325  0.20
H: -2.90083 -0.41463 -0.64007  0.37
H: -2.25992 1.00707 -0.65124  0.36
O: 0.12206 -3.74314 -1.50881  -0.95
H: 0.17284 -3.66877 -2.45400  0.47
H: 1.01467 -3.80102 -1.14749  0.47

=====

--- Q ---
2 unconnected molecules or ions with the total composition C3H10N2O2, computed with wB97M-V/def2-TZVPD.

Results
Molecular weight ... 106.125 g/mol
LUMO level ... 0.0314 Ha
Net charge ... 0
E_HOMO ... -8.5967 eV
Orbital gap ... 9.450 eV
SMILES ... C=NN(C)O.CO

Last column: natural (NBO) charge in e.
Positions of all 17 atoms, in Å:
C: -0.14502 -1.21357 2.50278  -0.18
N: -0.46762 -1.55080 1.31534  -0.25
N: -0.42393 -0.72159 0.29623  -0.02
C: -0.93485 0.85518 0.47827  -0.44
O: -1.05747 -1.30853 -0.83923  -0.58
H: 0.18314 -0.22561 2.80600  0.16
H: -0.18846 -1.98271 3.25488  0.19
H: -0.24864 1.62974 0.79497  0.23
H: -1.41754 1.02670 -0.47562  0.23
H: -1.63083 0.78681 1.31679  0.19
H: -1.27533 -2.21172 -0.56508  0.48
C: 1.25524 0.96632 -2.15237  -0.25
O: 1.51562 0.92881 -0.76184  -0.75
H: 0.23026 0.63394 -2.37455  0.16
H: 1.96362 0.32455 -2.69627  0.16
H: 1.38408 2.00441 -2.47544  0.18
H: 1.25771 0.05807 -0.42486  0.48

=====

Which structure is the least stable? The one labeled Q.